(1)
Here is C22H28CaCl6NNaO7 as an isolated structure from the OMol25 dataset. Energies are from ωB97M-V/def2-TZVPD.

The geometry in XYZ format:
```
66
Properties=species:S:1:pos:R:3:forces:R:3
C 1.663577 -0.369576 -3.430567 0.235 0.631 0.204
C 2.393413 -1.457467 -2.951487 0.200 0.011 -0.520
C 3.031927 -1.485230 -1.717478 -1.262 -0.676 -0.281
C 2.998643 -0.417321 -0.800930 0.765 -0.234 0.459
C 3.696164 -0.529647 0.382411 -0.544 -0.138 -0.332
C 4.369904 -1.714482 0.691845 0.283 -0.308 0.543
C 4.394664 -2.734468 -0.213036 -0.151 0.410 -0.049
N 3.753049 -2.607541 -1.385343 0.101 0.169 0.183
H 0.742834 -0.075632 -2.939637 0.873 0.738 0.207
H 1.921574 0.161648 -4.336751 -0.573 -0.829 -0.813
H 2.469870 -2.346361 -3.576907 1.057 0.268 -0.481
H 2.407307 0.450401 -1.059019 -0.448 -0.443 0.133
H 3.724399 0.286613 1.100073 0.197 -0.765 -0.094
H 4.882707 -1.813028 1.636434 0.076 0.200 0.093
H 4.922951 -3.653143 -0.024835 0.026 -0.164 -0.106
H 3.765901 -3.367245 -2.051858 0.046 -0.022 0.066
Cl 5.767890 -0.129451 2.993413 -0.585 0.782 -0.240
Na 3.413306 2.086295 1.916876 0.129 0.453 1.047
O -2.302692 -2.650140 1.085538 0.244 -0.127 0.156
C -1.632580 -2.755906 0.105417 -0.323 -0.347 0.073
O -1.070201 -1.679994 -0.503446 0.118 0.150 0.028
C -0.420932 -2.079928 -1.718222 0.084 -0.083 -0.118
C -0.131277 -3.566320 -1.549107 -0.107 -0.014 0.037
C -1.304363 -4.017638 -0.676805 0.498 0.260 -0.103
H -1.093738 -1.876637 -2.554457 -0.045 -0.010 -0.023
H 0.482263 -1.491136 -1.843407 -0.422 -0.203 0.372
H -0.045493 -4.096798 -2.495524 -0.049 0.044 -0.035
H 0.804629 -3.698404 -1.002861 0.024 0.030 0.006
H -2.175189 -4.295047 -1.272022 -0.055 -0.017 0.072
H -1.044669 -4.826759 -0.000176 -0.209 -0.032 0.064
O 0.370515 1.096973 -0.103771 -1.717 0.670 -3.462
H -0.392787 0.521382 -0.331510 0.237 -1.322 2.238
Ca 3.928138 2.134612 -1.457516 -0.042 0.310 -0.767
Cl -0.295876 1.594402 -1.794382 1.040 1.066 1.665
C 3.493031 -6.787724 -1.330224 -0.017 0.085 0.138
Cl 1.757659 -6.511827 -1.209380 -0.111 -0.142 -0.026
Cl 4.148721 -5.653663 -2.542445 0.181 -0.176 -0.153
Cl 4.234305 -6.465142 0.236988 0.071 -0.003 0.001
Cl 3.842603 -8.430134 -1.829468 -0.065 0.034 -0.034
C -2.149060 5.565958 3.183956 -0.389 -0.103 -0.427
C -1.009677 4.648124 2.903017 -0.265 0.421 0.427
C 0.303000 5.125873 3.472703 -0.050 -0.072 0.135
O 1.258845 4.502881 2.560377 0.133 -0.125 -0.056
C 0.626459 4.341515 1.381003 -0.152 0.122 0.275
O 1.209167 4.019857 0.374692 0.556 -0.403 -0.323
O -0.670060 4.564108 1.474044 0.205 -0.227 -0.098
H -3.087647 5.159069 2.803788 0.031 -0.107 0.043
H -2.233473 5.720541 4.269503 -0.043 0.466 0.239
H -2.001385 6.533957 2.706083 0.140 0.081 0.198
H -1.239350 3.632394 3.236039 0.118 -0.066 -0.122
H 0.473842 4.800605 4.493192 0.110 -0.085 -0.043
H 0.420221 6.207119 3.414900 -0.067 0.007 -0.030
O -2.153003 7.174823 5.721894 0.151 -0.374 -0.306
H -2.485492 7.382753 6.601358 0.053 -0.027 -0.036
C -4.194822 -0.477928 -0.140271 0.058 -0.028 0.008
C -3.637395 0.721294 -0.566264 -0.067 -0.079 -0.026
C -4.397351 1.626568 -1.293709 0.063 0.024 -0.015
C -5.721853 1.337547 -1.591478 0.000 -0.008 -0.016
C -6.282887 0.141915 -1.165463 0.006 -0.016 -0.009
C -5.518990 -0.765636 -0.443920 0.001 0.009 -0.025
H -3.595861 -1.183918 0.424995 -0.248 0.252 -0.043
H -2.605732 0.949869 -0.327956 -0.089 0.035 0.048
H -3.958589 2.558351 -1.627248 -0.002 0.032 0.026
H -6.316795 2.044957 -2.154343 -0.003 0.009 0.005
H -7.316543 -0.082095 -1.395566 -0.006 0.001 0.001
H -5.956897 -1.699629 -0.115035 -0.006 0.005 0.024
```
Positions in Å, forces in eV/Å.

E (eV): -137069.81972



(2)
Here is a 6-piece molecular cluster, C22H28Cl4F2O3 overall from the OMol25 dataset. Energies are from ωB97M-V/def2-TZVPD.

The geometry in XYZ format:
```
59
Properties=species:S:1:pos:R:3:forces:R:3
Cl -3.276256 -2.321384 2.995991 0.220 0.529 0.088
C -3.739811 -0.610923 2.756087 -0.110 -0.417 -0.229
Cl -2.462019 0.509549 3.262673 -0.282 -0.369 -0.036
Cl -4.035330 -0.397300 1.005480 -0.111 0.122 0.369
Cl -5.220384 -0.326138 3.681730 0.219 0.172 -0.201
F -0.581410 3.965024 -0.384717 -0.879 -0.457 0.846
C 0.273575 4.685383 -1.090729 0.117 2.010 -0.325
C 1.239787 4.041527 -1.773832 2.219 0.389 -1.566
C 2.149343 4.826585 -2.568454 -0.899 -0.525 0.842
C 2.053290 6.205175 -2.580289 -0.260 -0.133 -0.728
C 1.043157 6.839964 -1.880189 -1.218 -0.335 0.878
C 0.144298 6.090935 -1.126979 0.383 -0.911 0.274
H 1.354089 2.971389 -1.683563 -0.008 -0.097 -0.200
H 2.897013 4.367557 -3.198272 0.027 -0.360 0.197
H 2.659060 6.784703 -3.261165 0.296 -0.004 0.119
H 0.845014 7.901314 -1.906421 0.438 0.157 -0.137
H -0.602346 6.530944 -0.482530 -0.173 0.204 -0.207
F -0.712351 -3.779991 4.141410 0.618 1.994 0.100
C -0.118148 -2.609520 4.644020 -0.395 0.022 0.736
C 0.314254 -1.515538 3.852149 -0.342 -1.884 0.461
C 1.154656 -0.551749 4.409666 -0.866 -0.900 -0.520
C 1.457004 -0.614279 5.759889 0.166 -0.097 0.732
C 0.907675 -1.601155 6.581634 -0.614 -0.395 -1.302
C 0.047776 -2.585908 6.033320 1.655 0.323 -0.387
H 0.082035 -1.507363 2.797445 0.074 -0.058 -0.039
H 1.544049 0.111965 3.651872 0.321 0.586 0.570
H 2.161585 0.043256 6.247340 0.078 0.305 -0.314
H 1.243269 -1.677849 7.605307 -0.259 0.069 0.119
H -0.198787 -3.438897 6.648143 -0.404 -0.037 -0.124
C -1.093640 -4.174245 -1.315856 0.201 -0.039 -0.054
C -0.495090 -5.049517 -0.204328 0.072 -1.215 -1.542
C -1.264938 -5.209002 1.072552 0.334 0.447 0.068
O 0.524491 -5.664873 -0.448526 -0.261 0.413 0.468
H -0.299578 -3.931419 -2.021963 0.188 0.575 0.437
H -1.645616 -3.316299 -0.931986 0.266 0.165 -0.084
H -1.778199 -4.672741 -2.002137 -0.339 -0.666 0.533
H -1.558102 -4.184631 1.302372 -0.470 -0.177 0.580
H -0.679304 -5.652124 1.878011 0.182 0.212 -0.164
H -2.128930 -5.858403 0.931510 -0.209 0.272 -0.237
C -1.457953 0.852141 -1.140573 0.841 -0.990 -0.061
C -0.556171 -0.441093 -1.152518 -1.061 0.777 -0.390
C -0.276688 -0.998660 0.192435 -0.364 -0.243 0.562
O -0.216115 -0.960161 -2.189028 0.046 0.273 0.110
H -1.660702 1.242455 -0.143255 0.450 0.073 -0.006
H -2.445256 0.643813 -1.552816 0.183 -0.172 -0.400
H -0.912390 1.557657 -1.767241 -0.357 0.280 0.086
H 0.161843 -0.243065 0.844250 0.262 -0.040 -0.054
H 0.231836 -1.962256 0.223739 0.282 0.274 -0.229
H -1.277354 -1.143127 0.599754 -0.198 -0.139 0.301
C 1.998655 -0.543298 -4.672303 0.932 0.303 0.646
C 2.164931 0.945494 -4.320849 -0.174 0.610 1.121
C 0.990206 1.799303 -4.750464 -0.001 -0.023 -0.615
O 3.093282 1.432667 -3.678587 -1.024 -1.128 -1.066
H 0.991780 -0.948533 -4.571850 -0.121 0.520 -0.016
H 2.632063 -1.113003 -3.992352 0.132 -0.042 -0.163
H 2.339888 -0.700534 -5.695499 0.029 0.000 -0.074
H 1.187100 2.868429 -4.829849 0.286 -0.128 0.158
H 0.142397 1.662950 -4.079098 0.060 -0.199 0.184
H 0.663471 1.424803 -5.720562 -0.176 0.105 -0.115
```
Positions in Å, forces in eV/Å.

E (eV): -84933.77062
Structure (SMILES): ClC(Cl)(Cl)Cl.Fc1ccccc1.Fc1ccccc1.CC(C)=O.CC(C)=O.CC(C)=O



| no. | LUMO energy (eV) |
| --- | --- |
| 1 | -3.37 |
| 2 | -0.06 |